1.
C2H9NO2 | wB97M-V/def2-TZVPD

```
! wB97M-V def2-TZVPD RIJCOSX def2/J DEFGRID3
* xyz 0 1
C -1.3813 2.0035 -0.1983
C -2.0417 1.0750 -0.8543
N -1.6557 -0.2838 -0.7016
H -0.5300 1.8356 0.4541
H -1.6194 3.0372 -0.3789
H -2.7938 1.1816 -1.6255
H -0.6760 -0.4692 -0.5407
H -2.0086 -0.9134 -1.4060
H 2.8233 0.1872 0.0734
H 3.7953 0.2099 1.1895
O 3.0809 -0.3445 0.8447
H 1.6317 -1.6519 1.0847
H 0.7088 -2.7828 0.7420
O 0.8144 -1.8408 0.5983
*
```

Values from the calculation:
HOMO = -7.96 eV
SMILES string = C=CN.O.O



2.
C27H24Cl3N2O3Pt | wB97M-V/def2-TZVPD

```
! wB97M-V def2-TZVPD RIJCOSX def2/J DEFGRID3
* xyz 1 5
Pt -0.8024 0.0313 0.8312
N -1.2385 -0.4996 5.0691
C -1.2455 -0.4873 3.7364
O -0.9383 0.5456 3.1101
C -1.6133 -1.7673 3.0303
C -2.0344 -1.5137 1.5943
H -0.9293 0.3163 5.5731
H -1.4857 -1.3210 5.5920
H -2.4097 -2.2890 3.5692
H -0.7247 -2.4045 3.0558
H -3.0502 -1.1171 1.5373
H -1.9265 -2.4073 0.9867
Cl 1.2531 -6.0039 -0.3726
C 2.0134 -4.5719 0.1410
C 3.3437 -4.5478 0.4272
C 3.9900 -3.3694 0.8049
Cl 5.6679 -3.4876 1.1312
C 3.3506 -2.0989 0.9344
C 4.2855 -0.8715 1.1272
C 3.5691 0.2266 1.0617
C 1.3951 -0.0635 1.1321
N 0.8740 -1.1928 1.2427
C 1.8475 -2.1984 0.8231
C 1.1917 -3.3846 0.2895
O -0.0027 -3.3384 -0.0121
H 3.9235 -5.4553 0.3344
H 5.3541 -0.9649 1.2027
H 2.7055 1.6113 1.9654
H 1.5214 1.6582 1.3396
C -4.2211 2.5632 -0.2069
C -3.1530 1.5276 -0.3704
O -2.5005 1.2360 0.6400
C -2.9141 0.9242 -1.6929
C -3.6523 1.3344 -2.8080
C -3.4273 0.7636 -4.0477
C -2.4658 -0.2243 -4.2019
C -1.7197 -0.6438 -3.1072
C -1.9469 -0.0741 -1.8722
H -4.2603 2.8759 0.8327
H -5.1934 2.1699 -0.5041
H -3.9979 3.4304 -0.8300
H -4.4023 2.1057 -2.7083
H -4.0073 1.0916 -4.8989
H -2.2947 -0.6704 -5.1719
H -0.9697 -1.4146 -3.2171
H -1.3472 -0.4375 -1.0174
Cl 2.3567 0.9178 0.9297
C 2.4069 1.7963 -0.2324
C 3.3746 2.3937 -1.1200
C 3.1296 2.7284 -2.3951
C 1.7727 2.7529 -2.8950
C 0.7325 2.5272 -2.0486
C 0.9564 2.3344 -0.6499
C 0.1877 2.5892 0.5169
H 4.3629 2.3664 -0.6689
H 3.9506 2.9526 -3.0608
H 1.5961 2.9332 -3.9457
H -0.2746 2.4071 -2.4316
H -0.6632 3.2588 0.4781
H 0.6997 2.4510 1.4474
*
```

Values from the calculation:
HOMO (spin up / spin down) = -8.75 / -9.63 eV
expectation value of S² = 6.077



3.
C5H13NO2 | wB97M-V/def2-TZVPD

```
! wB97M-V def2-TZVPD RIJCOSX def2/J DEFGRID3
* xyz 0 1
O 0.3994 -0.3589 3.8315
C 0.6795 -0.5922 2.6864
C 0.9878 0.2773 1.5579
C 0.4389 -0.2476 0.2063
C 0.3920 0.9106 -0.8970
C 1.2373 0.0721 -3.1287
N 1.5785 0.6377 -1.8191
H 0.7950 -1.6737 2.4004
H 0.3317 1.1877 1.6405
H 2.0489 0.4815 1.4330
H -0.4795 -0.8207 0.2946
H 1.2084 -0.9273 -0.1556
H -0.4277 0.7844 -1.5592
H 0.3030 1.9020 -0.5104
H 0.1268 -0.0910 -3.2669
H 1.6624 0.5781 -4.0069
H 1.5582 -0.9628 -3.0886
H 2.0027 1.6085 -1.9882
H -4.1279 -0.8283 2.1062
H -5.7360 -0.6797 2.1028
O -4.9792 -1.2578 2.1613
*
```

Values from the calculation:
HOMO = -9.23 eV
SMILES string = CNCCCC=O.O



4.
C2H5BrFPS2 | wB97M-V/def2-TZVPD

```
! wB97M-V def2-TZVPD RIJCOSX def2/J DEFGRID3
* xyz 0 1
C -1.9407 0.3388 0.4248
C -0.7969 0.4024 -0.5776
F -1.8152 -0.5688 1.4710
P 1.3779 -0.5050 1.1773
S 1.9713 -1.6349 -1.3519
S 0.7391 1.1631 0.2553
Br 3.5115 0.1207 1.7166
H -2.0005 1.3988 0.9967
H -2.8577 0.1115 -0.1472
H -0.4362 -0.4545 -1.0936
H -1.0748 1.0989 -1.3304
H 3.3222 -1.4712 -1.5412
*
```

Values from the calculation:
HOMO (spin up / spin down) = -8.59 / -8.59 eV



5.
C5H11NO2 | wB97M-V/def2-TZVPD

```
! wB97M-V def2-TZVPD RIJCOSX def2/J DEFGRID3
* xyz 0 1
C 0.0945 0.5000 0.1205
C 2.2846 -0.4335 1.0817
C 0.6415 0.7430 -1.2480
N 0.2493 -0.6829 0.7027
C -2.0429 -0.1109 -0.1090
C -2.9894 0.7888 0.1309
O -2.2114 -1.1345 -0.9935
O 2.8735 -1.0745 0.0332
H -1.4796 -1.7505 -0.8692
H 2.4759 -1.9509 -0.0572
H -0.1903 -0.6877 1.6204
H -0.0705 1.3981 0.7218
H 2.2330 -0.9725 2.0261
H 2.6382 0.5912 1.1586
H 0.9797 -0.1798 -1.7156
H -0.1632 1.1571 -1.8619
H 1.4615 1.4624 -1.2199
H -3.9487 0.7668 -0.3832
H -2.8360 1.5702 0.8615
*
```

Values from the calculation:
HOMO (spin up / spin down) = -7.03 / -7.14 eV



6.
C16H25N7O2 | wB97M-V/def2-TZVPD

```
! wB97M-V def2-TZVPD RIJCOSX def2/J DEFGRID3
* xyz 0 1
O -2.8050 3.2986 2.2005
O 0.9947 4.2097 2.8516
N 2.3551 -4.7583 -3.7368
N -0.4827 -0.1231 -2.0783
N 1.7227 -0.6139 -2.7420
C -2.6996 2.1415 2.5747
C 0.0790 3.4986 3.2552
C 1.9279 -3.5196 -3.6438
C 0.8711 -3.4033 -2.6429
C 0.7139 -4.6608 -2.1450
C 0.4913 -0.9619 -2.3920
C -0.2108 1.1784 -2.1487
C 2.0039 0.6837 -2.7883
C 1.0476 1.6414 -2.4959
N 0.1359 -2.2740 -2.2490
N -0.6888 3.8689 4.2902
N 1.6325 -5.4611 -2.8195
N -1.5319 1.5490 2.8289
C -3.9401 1.3078 2.7940
C -0.2349 -5.1029 -1.0634
C 1.3634 3.1151 -2.5293
C -0.5206 5.1119 5.0393
C 1.8298 -6.8957 -2.5883
C 0.1127 2.0757 1.0911
C -0.1972 2.1237 2.5939
H 2.3030 -2.6963 -4.2435
H -0.9935 1.8906 -1.9047
H 3.0073 0.9946 -3.0630
H -0.7467 -2.3928 -1.7728
H -1.4798 3.2851 4.5084
H -1.5644 0.5888 3.1270
H -3.9396 0.4696 2.0995
H -3.9633 0.9456 3.8197
H -4.8150 1.9298 2.6064
H -0.9162 -5.8654 -1.4515
H -0.8299 -4.2630 -0.6946
H 0.3239 -5.5232 -0.2226
H 2.2577 3.3087 -3.1303
H 1.5409 3.4854 -1.5146
H 0.5299 3.6764 -2.9639
H -0.7383 5.9617 4.3890
H -1.1951 5.1306 5.8962
H 0.5111 5.1946 5.3875
H 2.6974 -7.2496 -3.1524
H 0.9494 -7.4554 -2.9156
H 2.0070 -7.0893 -1.5271
H 1.1548 2.3515 0.9220
H -0.5302 2.7798 0.5602
H -0.0516 1.0660 0.7131
H 0.5114 1.4470 3.0713
*
```

Values from the calculation:
HOMO = -7.57 eV
SMILES string = Cc1cnc(Nc2cnn(C)c2C)nc1.CNC(=O)[C@H](C)NC(C)=O



7.
C3H5N3OS | wB97M-V/def2-TZVPD

```
! wB97M-V def2-TZVPD RIJCOSX def2/J DEFGRID3
* xyz 0 1
C -0.2124 1.2143 1.0934
C -0.1900 -0.3594 -0.6769
C 1.2176 -0.8090 -0.8117
H 1.6983 0.3400 1.2453
H 1.1690 1.7310 2.3243
H -0.9317 1.8596 1.7702
H 1.3017 -1.4933 -1.7126
H -3.0804 -1.5119 -2.2128
N 0.9837 1.0552 1.6559
N -0.7750 0.4528 0.1841
N -0.8360 -1.0991 -1.5634
O 2.1426 -0.6027 -0.0266
S -2.4873 -0.7775 -1.2693
*
```

Values from the calculation:
HOMO = -8.30 eV



8.
C10H16 | wB97M-V/def2-TZVPD

```
! wB97M-V def2-TZVPD RIJCOSX def2/J DEFGRID3
* xyz 0 1
C -0.7251 -1.8662 2.8757
C -0.4714 -2.7089 1.5184
C 0.4489 -0.8319 2.9160
H -0.9385 -2.4706 3.8081
H -1.6931 -1.3847 2.8344
H -1.1824 -2.3560 0.7857
H 0.6001 -2.5854 1.4560
H 0.6085 -0.5161 3.9030
H -0.8640 -3.7374 1.8376
H 0.1663 -0.1123 2.2280
H 1.4106 -1.4143 2.6387
C -2.2597 1.1959 -1.6570
C 2.0066 0.7306 -0.9752
C 1.3111 1.6336 -0.1687
C 1.3283 0.1094 -2.0118
C -0.0448 1.7822 -0.4171
C -0.1009 0.1073 -2.1711
C -0.7236 1.1266 -1.4742
H 3.0180 0.4569 -0.7675
H 1.6482 1.9750 0.7959
H 1.9481 -0.6598 -2.6268
H -0.6066 2.3935 0.2531
H -0.6100 -0.6806 -2.7015
H -2.4329 1.0198 -2.7004
H -2.8757 2.0246 -1.3314
H -2.8136 0.3759 -1.0234
*
```

Values from the calculation:
HOMO = -9.04 eV
SMILES string = Cc1ccccc1.CCC



9.
C5H4 | wB97M-V/def2-TZVPD

```
! wB97M-V def2-TZVPD RIJCOSX def2/J DEFGRID3
* xyz 0 1
C 0.2932 0.9449 -0.8624
C -0.7095 -0.8429 0.0508
C 0.3656 -0.3086 1.0649
C -0.5505 0.5943 0.3704
C 0.6365 -0.4083 -0.3407
H -0.3666 0.6818 -1.7818
H 0.9768 1.7031 -0.8412
H -1.1396 -1.7737 0.1854
H 0.4941 -0.5907 2.1545
*
```

Values from the calculation:
HOMO = -9.39 eV
SMILES string = C1[C@]23[C@H]4[C@@H]2[C@@]143



10.
H2N2P2 | wB97M-V/def2-TZVPD

```
! wB97M-V def2-TZVPD RIJCOSX def2/J DEFGRID3
* xyz 0 1
N -1.2641 1.9505 -0.1752
N 0.2246 0.2919 0.6981
P -0.7938 1.6695 1.3157
P 0.0115 0.7799 -0.9510
H 1.1834 0.0948 0.8681
H -0.9168 -0.3471 -1.0939
*
```

Values from the calculation:
HOMO = -9.75 eV
SMILES string = N1=P2=[P@H]1N2



11.
C47H88ClNO42 | wB97M-V/def2-TZVPD

```
! wB97M-V def2-TZVPD RIJCOSX def2/J DEFGRID3
* xyz -1 2
C 0.3315 1.6770 0.8229
C -0.2733 1.2662 -0.6025
C 0.9213 0.9489 -1.5898
C 1.6119 -0.3987 -1.3418
C 0.6236 -1.5083 -1.3529
C -0.5941 -1.4133 -0.3498
N -1.1611 0.0333 -0.3739
O -2.5084 0.1557 -0.1037
C -0.1058 -1.7853 1.0307
C -1.6588 -2.5079 -0.7423
C -1.1761 2.3458 -1.2790
H 1.1546 1.0803 1.2158
H -0.4796 1.6222 1.5490
H 0.7039 2.6991 0.7534
H 1.6896 1.7187 -1.5187
H 0.5527 1.0810 -2.6071
H 2.0600 -0.4139 -0.3483
H 2.4443 -0.5235 -2.0343
H 1.2090 -2.4143 -1.1965
H 0.1821 -1.6942 -2.3320
H 0.0599 -2.8587 1.1220
H -0.8245 -1.4038 1.7560
H 0.8544 -1.3028 1.2131
H -2.3607 -2.1871 -1.5121
H -2.3279 -2.7864 0.0719
H -1.2108 -3.4327 -1.1057
H -0.4057 3.0329 -1.6291
H -1.8690 2.8489 -0.6045
H -1.7589 2.0009 -2.1331
Cl 5.3915 1.7159 -0.9775
O 4.3392 2.6740 -1.2669
O 4.8493 0.6383 -0.1882
O 5.9842 1.1447 -2.1497
O 6.3432 2.4609 -0.1909
C 0.5108 0.5432 5.6424
C -0.5795 -0.4795 5.3321
O -0.0039 -1.6710 5.7803
C 1.0174 -1.4416 6.6411
O 1.6982 -2.3216 7.1908
O 1.1848 -0.1082 6.6735
H 0.1188 1.5420 5.8346
H 1.2675 0.7381 4.8826
H -0.7898 -0.5526 4.2650
H -1.4750 -0.2871 5.9230
C -0.1798 7.3317 0.2284
C -1.0780 6.8313 -0.9233
O -0.2228 5.9353 -1.5787
C 0.8316 5.5926 -0.8591
O 1.6406 4.7624 -1.1185
O 0.8804 6.3825 0.2410
H -0.6802 7.4248 1.1923
H 0.3155 8.2905 0.0753
H -1.3927 7.6151 -1.6124
H -1.9592 6.3149 -0.5426
C -1.9720 6.2061 4.3783
C -1.1179 5.0238 4.7964
O -0.6845 4.4368 3.6078
C -1.3685 4.9923 2.5808
O -1.2168 4.6690 1.4089
O -2.1901 5.9523 3.0314
H -1.4696 7.1480 4.5982
H -2.9551 6.1158 4.8404
H -1.7418 4.3567 5.3913
H -0.2379 5.2127 5.4112
C 2.4292 3.2381 3.7246
C 3.6258 2.6840 2.9515
O 4.7286 3.4304 3.4998
C 4.3903 3.9359 4.6840
O 5.2083 4.2595 5.5355
O 3.0798 3.7079 4.8970
H 1.6789 2.4745 3.9294
H 1.8811 3.9960 3.1648
H 3.5241 2.6860 1.8663
H 3.7404 1.6421 3.2503
C 3.6881 -4.1941 3.8876
C 2.1695 -4.3226 3.6714
O 1.7180 -2.9455 3.6361
C 2.7557 -2.1462 3.6275
O 2.6640 -0.9446 3.4356
O 3.8583 -2.8367 4.0430
H 4.2902 -4.3735 2.9969
H 3.9188 -4.7954 4.7670
H 1.7666 -4.8811 4.5163
H 1.8887 -4.8290 2.7479
C -3.9723 -3.1473 4.4452
C -2.8826 -2.9602 3.4502
O -3.2580 -1.7238 2.7740
C -4.5406 -1.6003 2.8760
O -5.2288 -0.7611 2.2709
O -5.0234 -2.6487 3.6487
H -3.8475 -2.5052 5.3170
H -4.2839 -4.1641 4.6843
H -2.8310 -3.7442 2.6947
H -1.9941 -2.7856 4.0570
C 2.8764 -1.8027 -4.7714
C 2.6413 -0.3968 -5.2204
O 2.2761 -0.5555 -6.5714
C 2.8280 -1.6860 -6.9971
O 2.8732 -2.0346 -8.1928
O 3.1744 -2.4594 -5.9798
H 1.9624 -2.1278 -4.2744
H 3.7141 -1.9400 -4.0877
H 3.4960 0.2666 -5.0878
H 1.7488 0.0910 -4.8286
C 3.1683 3.5318 -4.3886
C 2.5749 4.7231 -5.1706
O 1.2187 4.4538 -5.2155
C 1.0285 3.1551 -4.8775
O -0.0845 2.6495 -4.8161
O 2.1934 2.5465 -4.6366
H 3.1254 3.7344 -3.3184
H 4.1630 3.2419 -4.7272
H 2.9541 4.8601 -6.1833
H 2.8116 5.6291 -4.6127
C -5.7916 4.1317 -3.0318
C -5.7478 4.2463 -1.5034
O -5.0778 3.0229 -1.1924
C -4.6560 2.3686 -2.2807
O -4.0348 1.3466 -2.3449
O -4.9481 3.0945 -3.3401
H -5.3471 5.0283 -3.4639
H -6.7799 3.9602 -3.4584
H -6.7383 4.2948 -1.0510
H -5.1226 5.1186 -1.3129
C -5.0210 3.0739 3.4346
C -4.3729 3.0884 2.0351
O -3.2920 2.1681 2.2620
C -2.9760 2.2155 3.5496
O -1.8982 1.7233 3.9679
O -3.8899 2.8930 4.2455
H -5.7206 2.2401 3.4937
H -5.5359 4.0111 3.6458
H -4.0486 4.0923 1.7610
H -4.9627 2.6577 1.2259
O -2.8096 -5.4089 -1.6039
H -3.4675 -5.0865 -0.9879
H -2.8792 -4.8231 -2.3577
O 1.3152 -5.4451 0.2746
H 0.4236 -5.7514 0.1090
H 1.6643 -5.2422 -0.5933
O -3.5126 -3.5640 -4.1706
H -4.4615 -3.5725 -4.2957
H -3.2955 -2.6404 -4.0437
C -1.7332 -0.9233 -5.4750
C -2.0652 -0.0987 -4.2248
O -3.1704 -0.7339 -3.5586
H -2.6100 -0.9620 -6.1215
H -1.6127 -1.9349 -5.0876
H -0.8478 -0.5847 -6.0131
H -2.3615 0.9252 -4.4525
H -1.1621 -0.0982 -3.6145
H -3.9437 -0.1850 -3.4095
C -1.2201 -6.7702 2.4479
C -1.7155 -7.2741 1.0991
O -1.0976 -6.6598 0.0170
H -0.1648 -7.0191 2.5594
H -1.7447 -7.2801 3.2559
H -1.3265 -5.6875 2.5152
H -2.7971 -7.2106 0.9804
H -1.4844 -8.3128 0.8628
H -1.8026 -6.1986 -0.4434
C 0.8677 -4.7256 -4.0265
C 2.3400 -5.2155 -3.6084
O 2.4803 -5.0376 -2.2391
H 0.6777 -4.8841 -5.0881
H 0.6246 -3.6948 -3.7686
H 0.2040 -5.3716 -3.4519
H 3.1228 -4.6494 -4.1132
H 2.6501 -6.2395 -3.8165
H 3.3366 -4.6190 -2.1245
C 4.2450 -3.1207 -0.2656
C 5.5345 -3.1452 -1.0485
O 5.1312 -3.5430 -2.3430
H 3.4316 -2.5939 -0.7644
H 4.4274 -2.6341 0.6926
H 3.9494 -4.1273 0.0302
H 6.2869 -3.8395 -0.6746
H 5.9828 -2.1781 -1.2764
H 5.9234 -3.3102 -2.8327
*
```

Values from the calculation:
HOMO (spin up / spin down) = -5.32 / -6.23 eV
expectation value of S² = 0.755



12.
C3LiO6Tl | wB97M-V/def2-TZVPD

```
! wB97M-V def2-TZVPD RIJCOSX def2/J DEFGRID3
* xyz -1 2
O 0.5856 1.8966 0.7540
C 1.4369 1.6792 -0.1239
O 1.5991 0.2386 -0.1359
C 2.7926 -0.4132 -0.5022
O 3.8076 0.2743 -0.6642
O 2.6806 -1.6506 -0.4736
Li -0.1003 0.0363 0.8421
C -2.9157 0.3818 0.2352
O -4.0761 0.0702 -0.0166
O -1.9598 -0.3995 0.4736
Tl -3.8506 -2.1137 -0.3885
*
```

Values from the calculation:
HOMO (spin up / spin down) = -2.79 / -2.77 eV
expectation value of S² = 0.755